This record from the Open Molecules 2025 dataset describes a 5-piece molecular cluster, C27H40ClF5NO9 overall in a non-equilibrium geometry. The level of theory is ωB97M-V with the def2-TZVPD basis set.

CARTESIAN COORDINATES (ANGSTROEM)
C  -4.27133  -3.60550  3.12861
C  -2.99430  -3.21741  2.19353
C  -3.14489  -4.14880  0.90883
C  -3.15129  -1.65504  1.93324
C  -1.81406  -0.94166  1.33761
Cl  -1.91108  0.78325  2.05566
C  -1.98487  -0.76152  -0.23055
F  -2.52019  0.53999  -0.47120
F  -2.94590  -1.62195  -0.83357
C  -0.69364  -0.85875  -1.13838
F  0.36244  -0.03074  -0.78828
F  -0.21992  -2.17408  -1.32398
F  -1.10079  -0.43755  -2.45624
C  -0.45694  -1.55109  1.88685
C  -0.51591  -3.05509  2.44292
C  0.12079  -4.13244  1.40782
C  0.55205  -3.07772  3.68043
N  -1.80269  -3.46739  3.03544
O  -1.78402  -4.64263  3.59038
H  -5.19740  -3.03377  2.76935
H  -4.03166  -3.37742  4.22312
H  -4.45325  -4.71755  3.00851
H  -2.86258  -5.22186  1.20557
H  -2.42522  -3.89040  0.05708
H  -4.23072  -4.14078  0.59177
H  -3.27393  -1.17764  2.97024
H  -4.08971  -1.36090  1.36455
H  0.44070  -1.51038  1.19649
H  -0.15598  -0.91551  2.79348
H  1.24718  -3.93136  1.43977
H  -0.30048  -4.04027  0.36093
H  -0.09286  -5.18750  1.76435
H  1.33940  -2.25994  3.54418
H  1.02154  -4.12010  3.69482
H  -0.01666  -2.95856  4.66611
O  4.53138  1.24090  -6.24482
C  3.82227  0.89999  -5.33842
O  4.21929  0.86453  -4.03493
C  3.16964  0.31038  -3.23382
C  1.90580  0.51306  -4.03527
C  2.40419  0.41036  -5.46259
H  3.38507  -0.74857  -3.05924
H  3.12954  0.82601  -2.27259
H  1.12171  -0.20406  -3.78859
H  1.51002  1.51803  -3.85570
H  2.41449  -0.62295  -5.81754
H  1.82595  1.04342  -6.13513
O  -3.45061  2.10369  5.68680
C  -3.05949  3.08716  5.11959
O  -2.46565  3.07165  3.89523
C  -2.02437  4.39408  3.56326
C  -2.86704  5.31969  4.41153
C  -3.10505  4.49231  5.65850
H  -0.95798  4.47383  3.79397
H  -2.16914  4.57184  2.49665
H  -2.38819  6.28038  4.60628
H  -3.82127  5.51398  3.91259
H  -2.30427  4.61870  6.39056
H  -4.07371  4.70885  6.10688
O  0.80902  2.91594  -6.79144
C  0.06166  3.47129  -6.03053
O  0.33028  4.66552  -5.43965
C  -0.71549  4.98493  -4.51316
C  -1.91189  4.18196  -4.97107
C  -1.26661  2.94266  -5.55713
H  -0.38740  4.70578  -3.50749
H  -0.90989  6.05805  -4.53566
H  -2.62128  3.97094  -4.16960
H  -2.44418  4.72529  -5.75757
H  -1.09448  2.17497  -4.79856
H  -1.84659  2.54037  -6.38668
O  3.96407  -1.41482  2.28345
C  4.82408  -1.47699  1.44491
O  5.71078  -2.50382  1.34032
C  6.66197  -2.20957  0.30704
C  5.97928  -1.19407  -0.57942
C  5.11193  -0.43346  0.39798
H  7.57007  -1.81339  0.77061
H  6.91207  -3.12344  -0.23338
H  6.67956  -0.56191  -1.12697
H  5.34555  -1.70660  -1.30960
H  5.65081  0.39658  0.86041
H  4.19228  -0.08336  -0.06941

Cartesian forces (eV/Å) of the 6 atoms listed first:
0.431 0.015 -0.327
-3.035 0.247 0.310
1.130 -0.494 0.222
1.063 0.249 1.046
-1.101 0.076 0.428
0.308 -0.969 -0.348

Values from the calculation:
<S²> ... 0.75
Spin multiplicity ... 2
Orbital gap (alpha / beta) ... 9.0 / 9.8 eV
LUMO level (alpha / beta) ... 0.007 / -0.004 Eh
Net charge ... 0


This record from the Open Molecules 2025 dataset describes C27H40FI2N5O3 as an isolated structure in a non-equilibrium geometry. The level of theory is ωB97M-V with the def2-TZVPD basis set.

CARTESIAN COORDINATES (ANGSTROEM)
C  6.64614  5.03908  2.42766
C  5.38384  4.04299  2.07884
I  4.72218  4.68018  0.05727
C  4.21213  4.22856  3.19236
I  4.54362  2.86942  4.90266
C  2.74908  4.02549  2.55188
C  1.77897  5.07386  2.75152
F  1.85978  6.33781  3.42000
C  0.51496  4.48462  1.95272
O  -0.50079  5.26224  1.84858
O  0.71171  3.14767  1.47027
C  2.09894  2.80151  1.74485
O  2.55346  1.66046  1.37479
H  6.29782  6.09079  2.06067
H  6.88839  5.06426  3.55230
H  7.60267  4.72243  1.83966
H  5.69367  2.93026  2.08218
H  4.28052  5.32580  3.58909
C  1.53268  -3.18625  -0.79659
C  1.51112  -3.39958  0.71116
C  0.72511  -2.32423  1.46023
C  1.36417  -1.00679  1.37555
N  1.86492  0.03506  1.30619
H  2.05266  -2.26160  -1.06269
H  2.05401  -4.01387  -1.28554
H  0.51750  -3.13927  -1.20147
H  2.54034  -3.44544  1.08413
H  1.05436  -4.37264  0.91656
H  0.64538  -2.61370  2.51253
H  -0.29787  -2.26801  1.06982
C  -1.72572  3.15821  -0.32670
C  -2.30245  3.70702  -1.62533
C  -3.66723  4.37126  -1.44439
C  -4.70824  3.41041  -1.06241
N  -5.52692  2.65709  -0.75862
H  -2.34684  2.35430  0.07870
H  -0.72683  2.75062  -0.50172
H  -1.64288  3.94343  0.42846
H  -2.36968  2.89809  -2.36138
H  -1.60391  4.44843  -2.02932
H  -3.95411  4.85124  -2.38618
H  -3.59963  5.16619  -0.69251
C  -2.99338  -6.36075  3.79954
C  -2.43292  -6.42950  2.38487
C  -0.92887  -6.70110  2.34557
C  -0.14784  -5.59076  2.89997
N  0.46707  -4.71988  3.33811
H  -2.57000  -5.52100  4.35728
H  -4.07798  -6.22622  3.76833
H  -2.78256  -7.28169  4.35079
H  -2.66296  -5.49596  1.85944
H  -2.94716  -7.23351  1.84643
H  -0.62564  -6.86457  1.30597
H  -0.70074  -7.62477  2.88971
C  5.33096  -4.48516  -2.39555
C  5.96312  -5.41772  -1.37093
C  5.42574  -6.84750  -1.44552
C  4.01117  -6.93362  -1.06251
N  2.89901  -7.00218  -0.76451
H  4.25935  -4.36297  -2.21652
H  5.79287  -3.49577  -2.33896
H  5.46950  -4.86543  -3.41176
H  5.81015  -5.00789  -0.36642
H  7.04493  -5.44139  -1.54428
H  6.01428  -7.48186  -0.77456
H  5.56219  -7.24624  -2.45735
C  -8.51638  4.54405  -5.31619
C  -8.01294  4.03420  -3.97195
C  -6.97808  4.95637  -3.32761
C  -5.72668  5.00858  -4.09116
N  -4.74391  5.05360  -4.69229
H  -7.71298  4.57953  -6.05703
H  -9.29561  3.88110  -5.70208
H  -8.94219  5.54720  -5.22149
H  -7.59668  3.02896  -4.09975
H  -8.86839  3.94125  -3.29351
H  -6.76321  4.59431  -2.31679
H  -7.39161  5.96589  -3.22029

Cartesian forces (eV/Å) of the 6 atoms listed first:
-0.531 -0.079 -0.663
1.042 -0.016 1.670
0.265 -0.538 0.931
-0.528 0.732 -2.052
-0.160 0.713 -0.919
-1.223 2.925 2.451

Values from the calculation:
Spin multiplicity ... 1
Orbital gap ... 7.5 eV
LUMO level ... -0.040 Eh
Net charge ... 0


The records above yield calculated total energy values of -74672.4184; -61152.0384 eV, respectively.